ORCA calculation (ωB97M-V/def2-TZVPD) on C3H8N2O2 in the gas phase at a distorted geometry.

Positions of all 15 atoms, in Å:
C (1.00893, -0.04225, -1.16967)
C (0.62008, 0.42153, 0.19689)
N (1.45597, 1.26040, 0.88195)
N (-0.50154, 0.13890, 0.80169)
O (-0.70335, 0.57477, 2.01002)
C (-1.64221, -0.61460, 0.27970)
O (-1.75474, -0.70603, -1.09581)
H (0.32405, 0.34274, -1.92621)
H (2.00294, 0.32485, -1.38170)
H (1.02667, -1.13286, -1.22937)
H (1.04379, 1.44382, 1.80268)
H (2.45364, 1.10299, 0.85052)
H (-2.52362, -0.08558, 0.65034)
H (-1.60056, -1.60550, 0.76462)
H (-1.21005, -1.42318, -1.43565)

Summary:
- net charge = 0
- frontier orbital gap (eV) = 8.22
- energy above the lowest of the compared OMol25 structures with the same formula, charge and spin (kJ/mol) = 298.0
- highest occupied orbital energy (eV) = -7.67
- SMILES = C/C(N)=[N+](/[O-])CO
- largest force on an atom (Eh/bohr) = 0.02023


ORCA calculation (ωB97M-V/def2-TZVPD) on a molecular structure, H14O8Y at a distorted geometry.

Positions of all 23 atoms, in Å:
Y (-24.24893, 0.81058, 3.25452)
O (-24.53428, 1.80056, 5.16677)
H (-24.40035, 1.35777, 6.00214)
O (-24.46540, 2.82265, 2.32145)
H (-24.49134, 2.88031, 1.36606)
O (-24.52674, -1.47178, 2.29355)
H (-23.88332, -2.16727, 2.09920)
H (-25.40771, -1.85559, 2.17537)
O (-23.05682, -0.72771, 4.80105)
H (-22.82241, -1.66414, 4.75296)
H (-22.62221, -0.37561, 5.59124)
O (-22.67772, 0.31225, 1.52657)
H (-22.87316, -0.15904, 0.70459)
H (-21.75907, 0.60758, 1.46611)
O (-26.01592, -0.62073, 4.53381)
H (-26.97784, -0.57962, 4.60446)
H (-25.74594, -1.36921, 5.08111)
O (-22.07437, 1.85666, 3.74482)
H (-22.08428, 2.19258, 4.65619)
H (-21.45887, 2.40684, 3.24404)
O (-26.40827, 0.85594, 2.20090)
H (-26.45533, 1.00286, 1.24584)
H (-27.31584, 0.69121, 2.48485)

Summary:
- net charge = +1
- frontier orbital gap (eV) = 7.91
- energy above the lowest of the compared OMol25 structures with the same formula, charge and spin (kJ/mol) = 0.0
- highest occupied orbital energy (eV) = -11.54
- largest force on an atom (Eh/bohr) = 0.07007


ORCA calculation (ωB97M-V/def2-TZVPD) on 16 unconnected molecules or ions with the total composition C32H96O16 at a distorted geometry.

Positions of all 144 atoms, in Å:
C (-18.03389, -14.92903, -15.58054)
C (-16.65816, -15.46933, -15.91189)
O (-16.62015, -16.85443, -15.68406)
H (-18.25511, -15.03191, -14.51818)
H (-18.87502, -15.39061, -16.09780)
H (-18.05626, -13.85169, -15.74466)
H (-15.86158, -15.05861, -15.29149)
H (-16.36934, -15.16629, -16.91829)
H (-15.79120, -17.19025, -16.03287)
C (-18.94248, -11.28225, -12.27246)
C (-17.90992, -12.14004, -11.58131)
O (-17.76854, -13.29800, -12.32771)
H (-19.92624, -11.75163, -12.27289)
H (-18.64269, -11.12032, -13.30784)
H (-18.93036, -10.30592, -11.78799)
H (-18.27524, -12.21259, -10.55692)
H (-16.96598, -11.59646, -11.62117)
H (-18.62233, -13.72139, -12.21200)
C (-22.26783, -9.64296, -12.69030)
C (-22.29697, -8.44047, -11.71420)
O (-21.01034, -8.25483, -11.07591)
H (-21.81882, -10.56356, -12.31748)
H (-21.75838, -9.40704, -13.62458)
H (-23.24194, -9.98246, -13.04238)
H (-23.00674, -8.58205, -10.89917)
H (-22.54988, -7.52872, -12.25535)
H (-21.13879, -7.64932, -10.34211)
C (-23.56142, -8.65068, -15.95984)
C (-24.38171, -8.51738, -17.24471)
O (-25.33039, -9.52216, -17.22647)
H (-24.19060, -8.47295, -15.08768)
H (-22.92429, -7.76668, -15.98606)
H (-22.98535, -9.56259, -15.80283)
H (-23.79850, -8.55270, -18.16489)
H (-24.89060, -7.55365, -17.26334)
H (-25.74060, -9.40412, -18.08634)
C (-23.44418, -16.88160, -18.34027)
C (-22.23853, -17.67391, -17.81408)
O (-21.79256, -17.05319, -16.62394)
H (-24.22307, -16.88879, -17.57778)
H (-23.78865, -17.30902, -19.28195)
H (-23.17539, -15.83580, -18.48907)
H (-21.47515, -17.75851, -18.58752)
H (-22.52435, -18.70333, -17.59796)
H (-20.93288, -17.40357, -16.37938)
C (-25.69567, -13.38967, -17.67680)
C (-26.17940, -13.43130, -19.15789)
O (-25.30555, -12.62245, -19.90807)
H (-24.62211, -13.56639, -17.61082)
H (-26.14511, -14.17293, -17.06640)
H (-25.88813, -12.40563, -17.24932)
H (-27.16094, -12.96549, -19.07010)
H (-26.21661, -14.47078, -19.48377)
H (-24.49334, -13.10505, -20.07845)
C (-19.65961, -7.52938, -15.13053)
C (-19.05458, -8.90240, -15.30285)
O (-18.45655, -8.97925, -16.57475)
H (-20.54157, -7.33511, -15.74085)
H (-18.96956, -6.72299, -15.37885)
H (-19.96298, -7.48951, -14.08435)
H (-19.73396, -9.72677, -15.08618)
H (-18.30950, -9.01105, -14.51471)
H (-18.52319, -9.89314, -16.86106)
C (-15.18689, -10.87968, -14.61085)
C (-15.99453, -12.12139, -14.75129)
O (-15.56365, -12.96534, -13.73543)
H (-15.59627, -10.05846, -15.19914)
H (-14.12975, -11.05463, -14.81070)
H (-15.20245, -10.52080, -13.58174)
H (-15.80440, -12.60316, -15.71037)
H (-17.07009, -11.95581, -14.68917)
H (-16.34809, -13.35468, -13.34216)
C (-20.68592, -14.72165, -10.39973)
C (-21.32184, -14.87068, -11.74116)
O (-20.34503, -14.61015, -12.71702)
H (-21.38049, -15.01051, -9.61090)
H (-20.48395, -13.68561, -10.12786)
H (-19.82138, -15.37574, -10.28642)
H (-22.10830, -14.13112, -11.89165)
H (-21.75002, -15.87210, -11.78514)
H (-20.74191, -14.65110, -13.59018)
C (-22.19346, -10.61428, -20.38018)
C (-22.08482, -11.12555, -18.96932)
O (-21.15643, -12.12430, -18.92900)
H (-22.83354, -9.73217, -20.36319)
H (-22.63319, -11.40796, -20.98418)
H (-21.27765, -10.33717, -20.90229)
H (-23.05385, -11.46050, -18.59932)
H (-21.84956, -10.33583, -18.25582)
H (-21.30944, -12.71851, -19.66730)
C (-17.97044, -11.94930, -19.67061)
C (-17.72565, -12.05956, -18.22152)
O (-18.78340, -11.43131, -17.52386)
H (-17.17045, -12.36798, -20.28121)
H (-17.95123, -10.89151, -19.93292)
H (-18.93435, -12.39162, -19.92226)
H (-16.76531, -11.58446, -18.02120)
H (-17.73018, -13.10056, -17.89840)
H (-19.62035, -11.79962, -17.81618)
C (-20.95412, -12.42198, -15.31984)
C (-21.42496, -13.63111, -16.06281)
O (-21.33828, -14.67819, -15.20183)
H (-19.88257, -12.36278, -15.12915)
H (-21.49642, -12.21986, -14.39617)
H (-21.10361, -11.53352, -15.93335)
H (-20.80988, -13.81483, -16.94371)
H (-22.42602, -13.50072, -16.47391)
H (-21.61358, -15.47942, -15.65331)
C (-24.34741, -16.00087, -13.70466)
C (-24.31436, -17.37064, -14.35524)
O (-25.26208, -18.22095, -13.67496)
H (-23.61954, -15.35302, -14.19315)
H (-23.95919, -16.04835, -12.68725)
H (-25.31338, -15.50818, -13.81534)
H (-23.29842, -17.75720, -14.27432)
H (-24.52155, -17.39774, -15.42502)
H (-26.08207, -17.73014, -13.76621)
C (-19.17270, -15.78814, -18.95034)
C (-19.09758, -16.71825, -20.16084)
O (-18.97635, -15.89288, -21.29102)
H (-18.46715, -14.96214, -19.03982)
H (-18.85310, -16.34250, -18.06794)
H (-20.17086, -15.39962, -18.74832)
H (-19.99508, -17.31062, -20.33887)
H (-18.23636, -17.37687, -20.04861)
H (-18.16644, -15.38293, -21.21621)
C (-25.26248, -12.65516, -13.01892)
C (-24.94557, -12.02801, -14.36435)
O (-25.84494, -10.97209, -14.61329)
H (-25.22888, -11.87566, -12.25775)
H (-24.55073, -13.41385, -12.69351)
H (-26.24479, -13.11321, -12.90326)
H (-25.07011, -12.79388, -15.12988)
H (-23.92279, -11.66723, -14.47322)
H (-25.65382, -10.65799, -15.50008)
C (-20.17728, -17.96287, -13.50102)
C (-19.82106, -18.87639, -14.70548)
O (-19.31456, -18.03974, -15.71133)
H (-20.80039, -17.16847, -13.91181)
H (-19.22803, -17.66017, -13.05898)
H (-20.65169, -18.46213, -12.65617)
H (-20.71189, -19.34347, -15.12541)
H (-19.13400, -19.67843, -14.43570)
H (-18.49501, -17.62158, -15.43733)

Summary:
- net charge = 0
- frontier orbital gap (eV) = 9.45
- energy above the lowest of the compared OMol25 structures with the same formula, charge and spin (kJ/mol) = 225.0
- highest occupied orbital energy (eV) = -9.31
- largest force on an atom (Eh/bohr) = 0.05173


ORCA calculation (ωB97M-V/def2-TZVPD) on a molecular structure, C18H18CuN4O3S2.

Positions of all 46 atoms, in Å:
Cu (-0.47337, 0.14220, -0.70648)
C (0.73981, -1.93607, 1.12466)
N (0.90747, -0.49507, 0.95929)
C (2.22816, -0.16082, 0.43060)
C (2.31221, -0.43605, -1.05154)
C (3.53532, -0.44634, -1.70198)
C (3.55379, -0.56826, -3.07946)
C (2.35289, -0.68429, -3.76328)
C (1.17821, -0.68265, -3.03926)
N (1.16304, -0.58869, -1.70735)
C (0.51494, 0.26590, 2.14879)
C (-0.37681, 1.44725, 1.84378)
C (-0.40138, 2.55731, 2.66382)
C (-1.28621, 3.58655, 2.36933)
C (-2.11858, 3.46801, 1.27379)
C (-2.02553, 2.32886, 0.49191)
N (-1.17853, 1.34183, 0.78096)
C (-0.71092, -2.33408, 1.01077)
C (-1.27776, -3.35345, 1.75830)
C (-2.60799, -3.67786, 1.54133)
C (-3.32936, -2.96971, 0.59362)
C (-2.68836, -1.95537, -0.09822)
N (-1.40974, -1.65052, 0.10637)
H (1.16363, -2.29501, 2.07141)
H (1.28554, -2.43097, 0.31736)
H (3.02114, -0.70698, 0.95944)
H (2.39102, 0.91028, 0.56567)
H (4.44664, -0.31583, -1.13442)
H (4.49316, -0.54968, -3.61582)
H (2.32002, -0.74259, -4.84106)
H (0.21260, -0.70690, -3.52448)
H (1.39222, 0.59958, 2.71235)
H (-0.03876, -0.40450, 2.81349)
H (0.28031, 2.62598, 3.50088)
H (-1.30589, 4.47773, 2.98217)
H (-2.79411, 4.25749, 0.98154)
H (-2.59357, 2.22690, -0.42032)
H (-0.68426, -3.87764, 2.49538)
H (-3.07722, -4.46928, 2.11007)
H (-4.36909, -3.18614, 0.39530)
H (-3.20993, -1.35960, -0.83753)
O (-0.96048, 1.16953, -2.19142)
S (-0.37431, 2.62219, -2.39705)
O (0.03095, 2.69982, -3.77784)
O (-1.41001, 3.55301, -1.98616)
S (1.17908, 2.70395, -1.12872)

Summary:
- net charge = 0
- frontier orbital gap (spin up / spin down) (eV) = 6.51 / 6.29
- energy above the lowest of the compared OMol25 structures with the same formula, charge and spin (kJ/mol) = 0.0
- highest occupied orbital energy (spin up / spin down) (eV) = -6.69 / -6.69
- spin multiplicity = 2
- largest force on an atom (Eh/bohr) = 0.01640


ORCA calculation (ωB97M-V/def2-TZVPD) on 2 unconnected molecules or ions with the total composition C5H10BNO3 at a distorted geometry.

Positions of all 20 atoms, in Å:
B (-1.24393, 0.65934, -0.45483)
C (1.17197, -0.51853, -0.51080)
C (1.20045, 1.53987, 0.41851)
C (0.21202, 0.43748, 0.10022)
C (0.75583, -1.75464, -1.07911)
C (-0.40635, -0.54845, 1.98351)
N (2.39310, -0.17304, -0.47635)
O (2.47001, 1.05421, 0.16042)
O (-1.83846, -0.27944, -1.18494)
O (-1.79257, 1.87629, -0.30232)
H (0.89251, 2.32835, -0.39964)
H (1.06368, 2.01537, 1.45466)
H (0.07683, -2.30173, -0.47314)
H (1.48068, -2.45399, -1.39281)
H (0.25993, -1.68245, -2.07936)
H (-0.88421, -1.55368, 1.71226)
H (-1.00211, 0.18035, 2.42026)
H (0.51443, -0.67118, 2.45029)
H (-2.68823, -0.10625, -1.60370)
H (-2.63557, 1.95213, -0.74313)

Summary:
- net charge = 0
- frontier orbital gap (eV) = 8.14
- energy above the lowest of the compared OMol25 structures with the same formula, charge and spin (kJ/mol) = 312.7
- highest occupied orbital energy (eV) = -8.10
- largest force on an atom (Eh/bohr) = 0.09018


no.,M (g mol⁻¹)
1,104.11
2,231.01
3,737.10
4,466.05
5,142.95